# 1
{"formula": "C19H45N6O7V", "method": "wB97M-V/def2-TZVPD", "lumo_energy_ha": [-0.2396, -0.3904], "total_charge": 2, "e_tot_ha": -2549.3968, "s2": 6.03, "multiplicity": 5, "molar_mass_g_mol": 520.55, "homo_energy_ev": [-12.7, -12.7], "symbols": ["C", "H", "C", "C", "C", "H", "H", "H", "O", "H", "C", "H", "H", "C", "N", "C", "H", "H", "N", "H", "H", "H", "H", "H", "H", "H", "O", "H", "C", "O", "H", "H", "N", "H", "H", "H", "C", "H", "H", "N", "H", "C", "C", "H", "V", "C", "H", "H", "H", "C", "H", "H", "C", "C", "H", "H", "C", "H", "H", "H", "H", "H", "H", "C", "H", "C", "H", "O", "O", "N", "H", "H", "O", "H", "H", "C", "N", "O"], "positions_angstrom": [[0.40, 2.37, 4.75], [-2.59, -3.73, -4.36], [-4.52, -4.55, -2.63], [-3.32, 1.45, -2.00], [4.33, -0.92, 1.10], [0.10, 3.20, 5.40], [0.13, 2.17, -3.20], [1.33, 1.88, 5.02], [-3.44, -3.61, -0.08], [-0.11, 0.72, -0.62], [-0.16, 2.28, 2.42], [0.73, -0.78, -0.74], [-0.27, -4.41, 5.54], [-4.89, 0.97, -3.69], [0.57, 2.80, 3.39], [-3.04, -3.14, -1.13], [-4.95, -5.02, -1.75], [3.02, 1.32, 3.36], [-3.47, -3.53, -2.40], [1.15, 4.96, 3.63], [3.52, -0.71, 0.40], [0.78, -2.27, 2.29], [-2.96, 3.54, -3.66], [-3.58, 2.09, -1.16], [-0.36, 1.60, 4.91], [-3.65, -2.39, -4.08], [3.90, 3.11, -5.04], [-5.09, 0.14, -3.00], [-2.86, -2.98, -3.62], [-1.08, -0.89, 0.44], [-0.60, -2.49, 5.56], [6.11, 1.02, 1.30], [4.35, 0.24, 2.05], [3.67, 1.03, -3.32], [-3.66, 2.95, -5.04], [2.46, -3.69, 4.29], [0.06, -0.22, -0.10], [-4.01, -5.36, -3.16], [0.69, 0.21, 0.68], [-3.78, 1.61, -3.34], [3.11, -0.55, 3.60], [1.58, -4.02, 3.73], [0.12, -2.23, 3.17], [2.45, 3.86, 3.82], [-2.26, -0.51, 2.30], [2.69, 2.97, -5.05], [-2.24, 1.63, -2.04], [-3.28, 0.41, -1.69], [-2.13, 2.16, -4.36], [1.49, 3.97, 3.33], [1.48, -5.06, 4.02], [-2.25, -2.37, -1.10], [-3.12, 2.59, -4.16], [2.64, 1.31, -3.12], [-2.01, -2.30, -3.55], [4.01, -1.75, 1.72], [0.57, 2.39, -4.17], [2.11, 0.36, -3.22], [-0.06, 2.84, 1.48], [1.68, 4.26, 2.29], [0.83, -3.14, 6.11], [0.28, 3.39, -4.49], [0.17, 1.72, -4.94], [0.02, -3.37, 5.41], [2.63, 1.86, -2.18], [3.16, 0.32, 2.94], [-5.29, -4.16, -3.29], [5.01, 2.37, 2.32], [-5.50, 1.30, -4.73], [0.46, -3.18, 4.03], [2.34, 0.35, 2.22], [1.74, -4.18, 2.66], [-0.71, -1.39, 3.45], [5.24, -1.12, 0.52], [1.96, 3.47, -5.70], [5.21, 1.27, 1.88], [2.03, 2.22, -4.16], [-1.02, 1.32, 2.55]], "mulliken_spin": [0.000, 0.023, 0.010, 0.000, 0.000, 0.000, 0.000, 0.000, 0.310, -0.005, -0.003, -0.003, 0.000, 0.000, 0.007, -0.082, 0.009, 0.000, 0.662, 0.000, 0.000, -0.006, 0.000, 0.000, 0.001, 0.047, 0.000, 0.000, 0.005, -0.034, -0.001, 0.000, 0.000, 0.000, 0.000, 0.000, 0.013, 0.030, -0.004, 0.000, 0.000, 0.000, -0.008, 0.000, 3.022, 0.000, 0.000, 0.001, 0.000, -0.001, 0.000, -0.044, 0.000, 0.000, 0.008, 0.000, 0.000, 0.000, 0.004, 0.000, 0.000, 0.000, 0.000, 0.000, 0.000, -0.002, 0.026, 0.000, 0.000, 0.003, 0.003, 0.000, 0.013, 0.000, 0.000, 0.000, 0.000, -0.006]}

***

# 2
{"formula": "C16H22As2N2O4S2Zr", "method": "wB97M-V/def2-TZVPD", "lumo_energy_ha": -0.2839, "relative_energy_kj_mol": 0.0, "total_charge": 2, "e_tot_ha": -6347.8613, "molar_mass_g_mol": 611.56, "homo_energy_ev": -13.7, "symbols": ["C", "N", "H", "H", "C", "Zr", "H", "H", "C", "S", "C", "H", "C", "C", "O", "H", "H", "H", "C", "H", "C", "C", "C", "C", "O", "H", "O", "H", "H", "C", "S", "C", "As", "H", "C", "C", "C", "H", "O", "H", "N", "H", "H", "H", "H", "H", "H", "H", "As"], "positions_angstrom": [[1.84, 2.45, 0.26], [1.64, -1.79, 0.01], [2.50, -0.34, -1.21], [-1.69, 5.96, -1.30], [4.22, -2.83, 0.32], [-0.51, -1.16, 0.08], [-3.28, -1.32, -2.81], [5.03, -5.00, 1.54], [-0.37, 1.89, 2.32], [6.88, -2.53, -0.25], [3.12, -3.42, 0.94], [-1.38, 1.53, 2.51], [1.86, -2.89, 0.77], [3.98, -1.70, -0.47], [-1.65, -2.80, 0.06], [0.33, 1.36, 2.97], [-2.08, -0.12, -3.37], [4.81, -1.22, -0.97], [-2.34, 2.17, -1.01], [-4.22, 2.60, -2.00], [-3.29, 3.00, -1.60], [-4.38, 0.03, -0.06], [-3.06, 4.36, -1.71], [5.64, -3.34, 0.45], [-3.39, -2.53, 1.81], [1.83, 3.40, 0.79], [-1.34, -3.87, 2.25], [-4.33, 0.37, 0.97], [-0.32, 2.96, 2.51], [-0.94, 4.08, -0.61], [-2.02, -2.81, 1.62], [-2.97, -0.27, -2.77], [0.10, 1.61, 0.45], [2.60, 1.81, 0.71], [-1.88, 4.90, -1.22], [2.70, -1.21, -0.60], [-1.16, 2.72, -0.50], [-5.11, 0.62, -0.62], [-1.16, -1.44, 1.87], [-3.80, 4.99, -2.18], [5.79, -4.47, 1.14], [-0.03, 4.53, -0.22], [-4.66, -1.02, -0.08], [3.19, -4.30, 1.57], [1.01, -3.35, 1.26], [-3.77, 0.35, -3.18], [2.06, 2.62, -0.79], [6.71, -4.86, 1.24], [-2.68, 0.27, -0.93]], "nbo_charge": [-0.916, -0.664, 0.217, 0.249, 0.039, 2.221, 0.264, 0.398, -0.905, 0.019, -0.215, 0.255, 0.061, -0.190, -1.028, 0.256, 0.249, 0.287, -0.358, 0.228, -0.186, -0.900, -0.159, 0.026, -0.850, 0.259, -0.854, 0.264, 0.256, -0.146, 2.538, -0.921, 0.815, 0.255, -0.172, 0.053, -0.348, 0.253, -1.005, 0.250, -0.736, 0.220, 0.275, 0.246, 0.245, 0.261, 0.259, 0.435, 0.897]}

***

# 3
{"formula": "C2H8S3", "method": "wB97M-V/def2-TZVPD", "lumo_energy_ha": 0.0199, "relative_energy_kj_mol": 35.8, "total_charge": 0, "e_tot_ha": -1275.5332, "molar_mass_g_mol": 128.29, "homo_energy_ev": -8.6, "symbols": ["S", "H", "S", "H", "H", "H", "H", "S", "H", "H", "C", "H", "C"], "positions_angstrom": [[-1.07, 1.87, 1.36], [-3.29, 1.21, 0.66], [-0.28, 0.15, 2.12], [2.23, -2.08, -0.10], [-2.39, 1.97, -0.62], [2.64, -1.91, -1.78], [1.04, 0.47, 1.89], [1.79, 0.23, -1.05], [0.93, -2.01, -1.29], [0.76, 0.20, -0.20], [1.91, -1.62, -1.03], [-1.96, 0.27, -0.15], [-2.32, 1.24, 0.18]], "nbo_charge": [0.071, 0.219, -0.152, 0.212, 0.231, 0.222, 0.150, -0.060, 0.215, 0.113, -0.720, 0.232, -0.733]}

***

# 4
{"formula": "C23H29CuN5O3S", "method": "wB97M-V/def2-TZVPD", "lumo_energy_ha": 0.1000, "relative_energy_kj_mol": 8.8, "total_charge": -1, "e_tot_ha": -3432.0718, "molar_mass_g_mol": 519.13, "homo_energy_ev": -3.6, "symbols": ["H", "C", "C", "C", "O", "C", "H", "H", "C", "O", "C", "C", "H", "Cu", "C", "H", "H", "H", "C", "H", "C", "H", "H", "C", "O", "C", "H", "S", "H", "C", "H", "H", "H", "H", "H", "N", "H", "H", "C", "H", "C", "H", "C", "C", "H", "H", "N", "C", "H", "N", "N", "H", "C", "C", "C", "H", "H", "N", "C", "C", "H", "H"], "positions_angstrom": [[-0.59, 3.14, 2.49], [2.58, -2.55, 1.24], [1.25, 2.62, -3.72], [-0.52, 1.74, 0.33], [0.43, -3.86, -2.45], [0.33, 2.56, 2.46], [-3.51, 3.13, -0.12], [-4.84, -2.08, -2.26], [-2.76, 2.37, -0.35], [-2.97, -0.51, -1.93], [1.30, 1.19, -3.26], [0.85, -1.85, 3.32], [4.14, -2.28, 2.68], [-1.39, -2.15, -0.28], [-1.82, -1.71, 2.71], [2.61, 1.75, 1.43], [-0.95, 4.18, -1.16], [1.93, 0.95, 0.00], [3.07, -2.24, 2.52], [1.55, 2.72, -4.77], [-1.07, 4.08, -0.07], [3.33, -1.02, -1.65], [-0.62, -1.61, -3.16], [2.42, 0.68, -2.62], [2.68, -3.51, -1.50], [0.34, -2.15, 2.04], [-0.68, 0.72, -3.95], [1.31, -3.07, -1.63], [0.23, 1.71, 3.15], [-4.04, -2.57, -1.69], [3.28, -2.83, 0.47], [-1.37, 0.51, -0.88], [-0.12, 4.30, 0.39], [-3.11, 1.41, 0.01], [-2.67, 2.29, -1.44], [-0.57, 0.61, -0.25], [1.92, 3.25, -3.13], [2.63, -1.66, 4.54], [1.22, -2.53, 0.95], [0.24, 3.03, -3.63], [-0.08, -1.49, 4.32], [-2.87, -1.65, 2.43], [0.22, 0.34, -3.47], [1.74, 1.22, 1.03], [-4.43, -3.00, -0.76], [-3.63, -3.41, -2.27], [-1.51, 2.74, 0.29], [-1.41, -1.42, 4.03], [1.59, 0.30, 1.60], [-0.99, -2.07, 1.77], [0.59, 2.11, 1.10], [1.15, 3.19, 2.81], [1.36, -1.45, -2.36], [2.46, -0.63, -2.17], [2.24, -1.90, 3.56], [0.29, -1.25, 5.31], [3.28, 1.33, -2.44], [0.58, -2.80, -0.23], [0.24, -0.97, -3.03], [-2.89, -1.62, -1.39], [-1.81, 4.81, 0.25], [-2.14, -1.13, 4.77]], "nbo_charge": [0.213, -0.306, -0.624, 0.580, -0.962, -0.408, 0.186, 0.186, -0.415, -0.721, -0.023, -0.101, 0.201, 0.665, 0.055, 0.177, 0.171, 0.233, -0.172, 0.210, -0.405, 0.229, 0.253, -0.229, -0.996, 0.202, 0.212, 2.338, 0.179, -0.745, 0.248, 0.390, 0.218, 0.232, 0.189, -0.767, 0.208, 0.199, 0.197, 0.212, -0.139, 0.198, -0.207, -0.395, 0.201, 0.220, -0.476, -0.280, 0.186, -0.496, -0.474, 0.184, -0.256, -0.214, -0.282, 0.203, 0.198, -1.022, -0.190, 0.138, 0.185, 0.210]}